90
Properties=species:S:1:pos:R:3:mulliken_charge:R:1 method="wB97M-V/def2-TZVPD" homo_ha=-0.35629 spin_multiplicity=1 relative_energy_kcal_mol=50.1 homo_lumo_gap_ha=0.35427 charge=0
O 6.03 -0.69 -0.03 -0.609
C 5.00 -1.03 -1.01 -0.586
C 3.51 -1.27 -0.43 0.423
O 3.05 0.01 -0.01 -0.379
H 5.88 0.20 0.28 0.334
H 4.96 -0.14 -1.65 0.201
H 5.28 -1.87 -1.64 0.429
H 3.30 -2.10 0.25 0.070
H 2.85 -1.43 -1.28 -0.073
H 2.10 0.12 0.09 0.268
O -0.67 2.97 1.26 -0.424
C -1.62 3.85 0.79 -0.626
C -2.81 3.78 1.78 0.001
O -2.32 4.22 3.04 -0.545
H -0.50 3.20 2.18 0.309
H -1.18 4.81 0.50 0.323
H -1.99 3.51 -0.18 0.312
H -3.08 2.74 1.96 -0.142
H -3.52 4.43 1.28 0.405
H -2.13 5.15 2.90 0.333
O -5.83 -0.91 3.35 -0.555
C -5.24 0.34 2.87 0.225
C -5.81 1.59 3.50 -0.384
O -7.07 2.02 2.98 -0.565
H -6.33 -1.27 2.62 0.327
H -4.17 0.23 3.03 -0.256
H -5.20 0.46 1.78 0.297
H -5.13 2.45 3.50 0.295
H -6.09 1.28 4.51 0.341
H -7.70 1.32 3.14 0.295
O -1.72 0.28 3.07 -0.390
C -1.18 -0.88 3.73 -0.658
C 0.34 -1.04 3.50 -0.606
O 0.64 -1.53 2.18 -0.479
H -1.14 1.01 3.27 0.169
H -1.41 -0.86 4.79 0.440
H -1.64 -1.78 3.31 0.351
H 0.86 -1.73 4.16 0.418
H 0.89 -0.10 3.65 0.312
H 0.34 -0.88 1.55 0.081
O -2.57 -0.17 0.52 -0.572
C -1.62 -0.91 -0.27 0.038
C -0.58 0.03 -0.84 0.499
O 0.25 0.44 0.24 0.432
H -2.13 0.15 1.31 0.199
H -1.14 -1.58 0.44 -0.099
H -2.20 -1.46 -1.01 0.226
H -0.93 0.96 -1.31 0.397
H 0.10 -0.45 -1.54 -0.629
H 0.01 1.32 0.54 -0.312
O 0.17 -3.77 0.79 -0.407
C 0.42 -4.89 1.63 -0.517
C 1.88 -5.03 2.18 -0.245
O 2.65 -5.65 1.18 -0.550
H 0.31 -2.99 1.33 0.287
H -0.22 -4.69 2.50 0.303
H -0.05 -5.74 1.13 0.362
H 1.92 -5.63 3.09 0.355
H 2.34 -4.06 2.38 0.207
H 3.56 -5.36 1.25 0.308
O -1.88 -1.09 -5.61 -0.554
C -2.34 -1.67 -4.37 -0.459
C -1.31 -2.73 -3.81 -0.343
O -0.14 -2.03 -3.36 -0.428
H -1.14 -0.52 -5.38 0.352
H -2.53 -0.89 -3.64 0.189
H -3.32 -2.05 -4.64 0.402
H -1.01 -3.37 -4.65 0.312
H -1.66 -3.31 -2.96 0.355
H 0.37 -2.58 -2.75 0.168
O 3.62 4.37 -2.11 -0.606
C 2.99 3.33 -1.41 0.146
C 2.72 3.63 0.03 -0.163
O 3.82 3.97 0.88 -0.562
H 4.39 4.71 -1.66 0.328
H 2.11 2.94 -1.91 0.183
H 3.70 2.50 -1.45 0.004
H 2.07 2.86 0.45 -0.021
H 2.13 4.54 0.10 0.422
H 3.60 4.70 1.45 0.338
O 0.58 0.57 -4.35 -0.533
C 1.89 0.85 -4.77 -0.371
C 2.78 0.10 -3.81 0.039
O 2.74 -1.26 -4.21 -0.487
H 0.52 -0.33 -4.04 0.265
H 2.04 0.70 -5.83 0.298
H 2.03 1.92 -4.60 0.321
H 2.48 0.21 -2.76 -0.211
H 3.84 0.35 -3.86 0.348
H 3.14 -1.41 -5.06 0.306

=====

102
Properties=species:S:1:pos:R:3:mulliken_charge:R:1 method="wB97M-V/def2-TZVPD" homo_ha=-0.38237 spin_multiplicity=1 relative_energy_kcal_mol=103.6 homo_lumo_gap_ha=0.39397 charge=0
C 0.25 -4.83 10.37 -0.562
O 0.80 -3.83 9.55 -0.304
P 2.03 -4.17 8.62 0.971
O 3.32 -4.46 9.29 -0.699
O 1.53 -5.42 7.76 -0.265
C 1.97 -6.76 8.01 -0.647
O 1.99 -2.98 7.48 -0.266
C 3.12 -2.15 7.31 -0.668
H -0.57 -5.31 9.82 0.247
H -0.16 -4.40 11.28 0.265
H 1.02 -5.58 10.54 0.296
H 2.51 -6.74 8.96 0.327
H 2.51 -7.06 7.12 0.244
H 0.95 -7.14 8.14 0.247
H 3.84 -2.30 8.12 0.320
H 2.83 -1.10 7.31 0.240
H 3.61 -2.42 6.38 0.254
C 10.51 3.51 -2.58 -0.607
O 10.39 2.52 -3.53 -0.332
P 9.40 2.56 -4.85 1.088
O 9.55 1.43 -5.81 -0.707
O 9.75 3.96 -5.52 -0.286
C 10.82 3.99 -6.42 -0.671
O 7.94 2.79 -4.35 -0.299
C 6.84 1.99 -4.84 -0.625
H 11.56 3.67 -2.34 0.234
H 9.98 3.09 -1.73 0.247
H 10.03 4.43 -2.93 0.314
H 10.37 3.83 -7.40 0.220
H 11.66 3.39 -6.07 0.344
H 11.06 5.05 -6.30 0.256
H 6.49 1.38 -4.00 0.246
H 7.17 1.34 -5.65 0.340
H 6.00 2.66 -5.02 0.238
C 5.15 0.63 -10.57 -0.705
O 4.18 -0.32 -11.05 -0.310
P 2.65 -0.17 -10.40 1.051
O 2.31 1.14 -9.78 -0.682
O 1.76 -0.60 -11.73 -0.278
C 1.35 0.22 -12.76 -0.635
O 2.49 -1.44 -9.37 -0.298
C 1.41 -1.69 -8.60 -0.644
H 4.84 1.43 -9.90 0.327
H 5.60 1.05 -11.47 0.252
H 5.93 0.16 -9.96 0.287
H 2.19 0.53 -13.37 0.251
H 0.87 1.04 -12.22 0.315
H 0.57 -0.15 -13.42 0.256
H 1.15 -2.74 -8.68 0.253
H 0.52 -1.17 -8.96 0.311
H 1.66 -1.38 -7.58 0.249
C 3.69 1.80 0.91 -0.636
O 2.90 0.61 0.99 -0.377
P 1.26 0.63 0.61 1.031
O 0.60 -0.68 0.92 -0.676
O 0.68 1.95 1.45 -0.270
C -0.71 2.23 1.62 -0.648
O 1.25 1.05 -0.95 -0.285
C -0.06 1.25 -1.58 -0.679
H 3.18 2.72 0.63 0.292
H 4.58 1.68 0.28 0.272
H 4.10 1.93 1.91 0.276
H -0.78 3.10 2.27 0.244
H -1.13 1.35 2.11 0.301
H -1.22 2.49 0.69 0.289
H -0.02 1.00 -2.64 0.260
H -0.15 2.34 -1.54 0.264
H -0.88 0.67 -1.15 0.343
C -5.03 -1.36 8.54 -0.659
O -6.20 -2.07 7.91 -0.287
P -6.16 -3.67 7.69 0.977
O -7.43 -4.09 6.99 -0.700
O -4.68 -4.00 7.06 -0.264
C -4.21 -3.32 5.92 -0.714
O -6.03 -4.39 9.12 -0.282
C -6.88 -4.21 10.21 -0.710
H -4.93 -0.40 8.04 0.286
H -4.09 -1.89 8.40 0.290
H -5.07 -1.34 9.63 0.281
H -4.88 -2.51 5.65 0.335
H -4.03 -3.95 5.05 0.293
H -3.29 -2.76 6.07 0.275
H -7.73 -3.55 10.03 0.333
H -6.38 -3.87 11.11 0.254
H -7.31 -5.20 10.39 0.293
C -9.02 5.37 -0.23 -0.547
O -8.76 5.13 -1.59 -0.347
P -9.22 3.81 -2.47 1.021
O -9.03 3.91 -3.95 -0.670
O -8.35 2.71 -1.65 -0.230
C -7.62 1.78 -2.29 -0.733
O -10.73 3.45 -1.94 -0.317
C -11.45 2.28 -2.47 -0.580
H -9.26 6.43 -0.15 0.234
H -8.13 5.14 0.35 0.234
H -9.83 4.76 0.16 0.287
H -8.08 1.15 -3.05 0.311
H -7.62 1.07 -1.46 0.308
H -6.63 2.09 -2.63 0.260
H -11.90 1.65 -1.71 0.268
H -10.79 1.57 -2.97 0.242
H -12.20 2.69 -3.15 0.259

=====

81
Properties=species:S:1:pos:R:3:mulliken_spin:R:1 method="wB97M-V/def2-TZVPD" s2=0.750 homo_ha="0.01926 / -0.27417" spin_multiplicity=2 relative_energy_kcal_mol=56.5 homo_lumo_gap_ha="0.06830 / 0.35971" charge=-1
C 3.71 0.68 -4.62 0.002
C 3.49 0.79 -3.13 0.324
O 2.16 1.10 -2.69 -0.285
H 3.32 1.60 -5.05 0.004
H 2.98 -0.12 -4.77 0.007
H 4.74 0.51 -4.91 -0.016
H 4.20 1.51 -2.74 0.067
H 3.88 0.02 -2.47 -0.094
H 1.78 0.22 -2.73 0.058
C -2.05 0.94 -2.95 -0.040
C -3.31 1.63 -2.62 0.020
O -3.89 2.26 -3.71 -0.004
H -2.09 0.23 -3.77 -0.007
H -1.52 0.63 -2.05 -0.004
H -1.32 1.69 -3.25 0.006
H -3.18 2.40 -1.86 0.009
H -4.06 1.02 -2.11 -0.001
H -3.37 3.01 -4.01 0.000
C 0.68 4.27 -1.85 -0.017
C 1.91 3.90 -0.93 0.183
O 3.01 3.31 -1.62 -0.065
H 0.43 3.29 -2.26 0.001
H 1.04 4.94 -2.63 -0.003
H -0.08 4.72 -1.22 -0.003
H 1.56 3.17 -0.21 -0.021
H 2.20 4.74 -0.31 0.015
H 2.60 2.49 -1.90 0.016
C -5.27 -1.96 1.85 0.024
C -4.05 -2.09 0.96 -0.018
O -3.92 -3.48 0.85 -0.021
H -5.65 -0.94 1.89 -0.016
H -4.91 -2.15 2.86 0.002
H -5.99 -2.75 1.63 0.000
H -3.22 -1.67 1.53 0.003
H -4.26 -1.51 0.06 0.009
H -3.00 -3.68 0.64 0.009
C 0.21 0.79 0.88 -0.342
C -0.20 -0.64 0.99 0.111
O 0.94 -1.37 0.57 0.448
H 0.58 0.88 -0.14 0.123
H 0.92 1.10 1.64 -0.059
H -0.67 1.42 1.07 0.015
H -1.08 -0.82 0.37 0.126
H -0.48 -0.87 2.01 -0.041
H 1.60 -1.42 1.27 0.091
C 0.66 -4.77 2.10 0.460
C -0.39 -4.85 1.03 -0.046
O -1.03 -3.58 0.99 -0.146
H 1.18 -5.72 1.98 -0.025
H 0.33 -4.65 3.13 -0.032
H 1.40 -3.99 1.92 -0.079
H -1.21 -5.56 1.14 -0.005
H 0.01 -5.10 0.04 0.034
H -0.41 -2.97 0.59 -0.011
C 0.98 -2.89 -3.86 0.014
C 0.91 -2.52 -2.37 0.234
O 0.33 -1.23 -2.31 -0.150
H 1.53 -3.82 -3.98 -0.020
H 1.42 -2.10 -4.47 0.019
H 0.03 -3.21 -4.28 -0.009
H 1.96 -2.49 -2.09 -0.093
H 0.34 -3.19 -1.72 0.084
H 0.43 -0.91 -1.41 -0.030
C 3.09 -1.74 4.91 0.402
C 2.45 -1.13 3.64 1.223
O 3.01 -1.80 2.54 -2.036
H 2.96 -2.82 4.84 0.058
H 2.69 -1.29 5.82 -0.132
H 4.14 -1.47 4.89 -0.127
H 2.45 -0.04 3.59 -0.645
H 1.40 -1.38 3.51 0.406
H 3.95 -1.62 2.47 0.970
C -1.35 4.64 2.33 -0.006
C -1.77 4.55 3.75 0.175
O -1.94 5.88 4.10 -0.085
H -0.84 3.80 1.86 -0.009
H -0.66 5.42 2.01 0.013
H -2.22 4.76 1.69 -0.001
H -0.98 4.04 4.29 -0.039
H -2.72 4.04 3.90 0.002
H -2.51 5.90 4.87 0.015